Entry 1:
DFT (ωB97M-V with the def2-TZVPD basis set) results for a single C4H10O2 molecule at a distorted geometry.

Each line ends with the Mulliken charge.
Element x y z (Å)
C 1.249 0.911 -0.573  -1.520
C 0.158 0.163 0.255  1.466
C 0.811 -1.049 0.944  -1.493
O -0.576 0.932 1.181  -0.689
C -0.900 -0.151 -0.789  -0.728
O -2.187 -0.445 -0.033  -0.649
H 0.897 1.879 -0.949  0.392
H 2.106 1.070 0.076  0.394
H 1.618 0.338 -1.450  0.335
H 1.378 -1.654 0.225  0.311
H 1.509 -0.699 1.716  0.378
H 0.073 -1.691 1.438  0.332
H -1.509 0.480 1.023  0.435
H -1.077 0.770 -1.349  0.380
H -0.565 -0.961 -1.456  0.323
H -2.932 0.130 -0.294  0.332

Properties
* orbital gap: 10.52 eV
* HOMO level: -9.8215 eV
* maximum force: 0.0494 Eh/bohr
* structure (SMILES): CC(C)(O)CO
* energy relative to the best compared isomer or geometry (same formula, charge and spin): 117.83 kJ/mol
* E_LUMO: 0.0255 Ha

=====

Entry 2:
DFT (ωB97M-V with the def2-TZVPD basis set) results for a molecular structure, C49H53BGaN5O5S2 at a distorted geometry.

Each line ends with the Mulliken charge.
Element x y z (Å)
Ga -19.237 -0.700 10.027  -0.064
C -17.881 6.227 8.014  -1.494
C -17.873 4.744 7.812  1.160
C -18.931 4.047 7.238  -0.815
C -18.916 2.699 7.053  -0.481
C -17.766 1.993 7.373  -0.457
C -16.612 2.684 7.789  -0.484
C -16.680 4.029 8.127  -0.704
S -17.795 0.201 7.329  1.720
O -16.583 -0.193 6.624  -0.917
O -19.094 -0.215 6.765  -0.433
N -17.704 -0.316 8.918  0.878
C -16.513 -0.270 9.545  1.169
C -15.244 0.104 9.092  -1.139
C -14.220 0.480 9.997  -0.682
C -14.375 0.258 11.371  -1.322
C -15.487 -0.480 11.820  1.277
C -15.712 -0.808 13.179  -0.927
C -16.965 -1.309 13.551  -1.140
C -17.971 -1.397 12.628  -0.355
N -17.815 -1.026 11.354  1.481
C -16.595 -0.647 10.941  -0.361
H -18.889 6.637 7.922  0.353
H -17.196 6.741 7.298  0.309
H -17.561 6.449 9.045  0.327
H -19.840 4.588 6.905  0.280
H -19.749 2.155 6.664  0.532
H -15.634 2.165 7.855  0.357
H -15.844 4.545 8.589  0.368
H -15.031 0.097 8.022  0.949
H -13.352 0.923 9.549  0.476
H -13.625 0.566 12.124  0.360
H -14.919 -0.549 13.837  0.477
H -17.185 -1.613 14.551  0.581
H -18.946 -1.802 12.865  0.461
O -17.541 4.569 11.264  -0.552
S -18.099 3.801 12.362  0.978
O -17.479 3.860 13.645  -0.680
N -18.199 2.170 11.768  -0.261
C -19.450 1.871 11.522  0.106
O -19.963 0.781 11.007  1.115
C -20.420 2.948 11.837  -0.058
C -21.819 2.836 11.708  -0.318
C -22.580 3.939 12.096  -0.767
C -21.962 5.088 12.635  -0.470
C -20.594 5.197 12.728  -0.673
C -19.872 4.088 12.389  0.167
H -22.316 1.965 11.302  0.503
H -23.698 3.881 12.083  0.361
H -22.561 5.876 13.025  0.426
H -20.083 6.112 13.089  0.401
C -22.388 0.160 6.641  -1.412
C -23.024 -1.147 7.186  1.706
C -24.227 -1.581 6.326  -1.803
C -23.420 -1.000 8.611  -0.083
C -24.502 -0.159 8.968  -0.459
C -24.825 0.043 10.264  -1.418
C -24.067 -0.543 11.291  -0.423
C -23.003 -1.373 11.034  1.096
C -22.285 -2.145 12.110  2.287
C -22.203 -1.363 13.441  -1.772
C -22.852 -3.544 12.365  -1.670
C -22.719 -1.662 9.652  -0.547
N -21.778 -2.660 9.309  0.293
B -20.319 -2.488 9.430  -0.366
N -19.874 -3.738 8.709  0.586
C -20.943 -4.474 8.280  -0.570
C -22.100 -3.810 8.592  -1.394
C -18.529 -4.174 8.439  0.052
C -17.729 -4.764 9.445  0.554
C -16.405 -5.080 9.095  -1.041
C -15.894 -4.931 7.820  -1.843
C -16.726 -4.447 6.842  -0.851
C -18.013 -3.996 7.109  0.816
C -18.828 -3.484 5.924  2.028
C -19.485 -4.583 5.056  -1.609
C -17.964 -2.605 4.952  -1.494
C -18.265 -5.100 10.810  2.474
C -19.543 -5.985 10.797  -1.188
C -17.144 -5.716 11.668  -2.185
H -21.910 0.042 5.677  0.523
H -21.616 0.551 7.312  0.016
H -23.185 0.921 6.558  0.394
H -22.236 -1.870 7.142  -0.489
H -24.838 -0.689 6.169  0.355
H -24.823 -2.342 6.840  0.362
H -23.868 -1.942 5.361  0.457
H -25.118 0.327 8.216  0.340
H -25.717 0.650 10.466  0.379
H -24.358 -0.306 12.315  0.262
H -21.279 -2.315 11.801  -0.958
H -23.214 -1.281 13.827  0.576
H -21.802 -0.320 13.297  0.155
H -21.595 -1.885 14.194  0.399
H -23.915 -3.465 12.610  0.342
H -22.352 -4.064 13.173  0.432
H -22.742 -4.148 11.456  0.286
H -20.873 -5.428 7.777  0.627
H -23.108 -4.154 8.445  0.526
H -15.731 -5.515 9.843  0.394
H -14.900 -5.318 7.594  0.407
H -16.427 -4.520 5.772  0.231
H -19.608 -2.791 6.283  -0.922
H -18.687 -5.162 4.509  0.318
H -20.084 -4.089 4.299  0.449
H -20.127 -5.268 5.579  0.285
H -17.296 -3.218 4.360  0.531
H -17.385 -1.807 5.414  0.165
H -18.613 -2.041 4.241  0.346
H -18.538 -4.135 11.269  -0.978
H -19.543 -6.760 10.019  0.233
H -20.483 -5.437 10.651  0.031
H -19.611 -6.495 11.767  0.454
H -16.837 -6.682 11.203  0.421
H -17.573 -5.889 12.660  0.513
H -16.281 -5.028 11.815  0.359

Properties
* orbital gap: 7.15 eV
* HOMO level: -7.8766 eV
* maximum force: 0.0621 Eh/bohr
* energy relative to the best compared isomer or geometry (same formula, charge and spin): 0.00 kJ/mol
* E_LUMO: -0.0266 Ha

=====

Entry 3:
DFT (ωB97M-V with the def2-TZVPD basis set) results for a single C21H21F3N4O2S molecule.

Each line ends with the Mulliken charge.
Element x y z (Å)
C -2.740 -3.006 -2.783  -0.950
H -2.726 -4.089 -2.708  0.390
H -3.095 -2.686 -3.757  0.323
H -3.344 -2.564 -1.998  0.275
S -1.034 -2.447 -2.576  -0.009
C -1.310 -0.727 -2.633  0.357
N -2.489 -0.186 -2.739  -0.730
C -2.259 1.168 -2.774  0.590
C -3.153 2.225 -2.883  -0.632
C -2.630 3.502 -2.898  -0.552
C -1.257 3.735 -2.812  -0.661
C -0.352 2.697 -2.704  -0.785
C -0.871 1.414 -2.681  0.698
N -0.278 0.171 -2.593  0.353
C 1.116 -0.105 -2.390  -1.544
H 1.706 0.673 -2.879  0.443
H 1.357 -1.078 -2.829  0.433
C 1.462 -0.099 -0.887  0.797
O 2.088 0.792 -0.368  -0.617
N 0.944 -1.173 -0.238  0.401
C 1.215 -1.518 1.105  0.051
C 1.646 -2.813 1.337  -0.573
C 2.033 -3.219 2.606  -0.156
C 2.002 -2.308 3.654  -1.261
C 1.537 -1.031 3.434  -0.275
C 1.090 -0.601 2.174  0.507
N 0.581 0.661 1.988  0.515
C -0.686 0.861 1.313  -0.982
H -0.850 0.097 0.556  0.428
C -0.712 2.251 0.674  -0.363
H -1.684 2.451 0.220  0.311
O -0.498 3.250 1.641  -0.490
C 0.755 3.059 2.252  -0.682
H 0.879 3.872 2.969  0.395
C 0.834 1.703 2.961  -0.922
H 1.837 1.584 3.370  0.488
H 0.093 1.678 3.776  0.376
H 1.551 3.106 1.494  0.289
H 0.071 2.311 -0.094  0.316
H -1.504 0.801 2.050  0.413
H 1.479 -0.358 4.273  0.512
H 2.318 -2.608 4.640  0.451
C 2.467 -4.636 2.811  0.965
F 3.074 -4.842 3.987  -0.285
F 1.427 -5.498 2.771  -0.269
F 3.322 -5.060 1.861  -0.273
H 1.710 -3.506 0.511  0.459
H 0.573 -1.926 -0.807  -0.113
H 0.709 2.882 -2.634  0.331
H -0.894 4.751 -2.831  0.400
H -3.298 4.346 -2.980  0.393
H -4.213 2.041 -2.955  0.462

Properties
* orbital gap: 8.42 eV
* HOMO level: -8.0485 eV
* maximum force: 0.0151 Eh/bohr
* structure (SMILES): CSc1nc2ccccc2n1CC(=O)Nc1cc(C(F)(F)F)ccc1N1CCOCC1
* energy relative to the best compared isomer or geometry (same formula, charge and spin): 0.00 kJ/mol
* E_LUMO: 0.0138 Ha

=====

Entry 4:
DFT (ωB97M-V with the def2-TZVPD basis set) results for a molecular structure, C4H4O2.

Each line ends with the Mulliken charge.
Element x y z (Å)
O 2.336 -0.985 0.315  -0.525
C 1.328 -0.405 0.094  0.536
O 1.164 0.971 0.009  -0.356
C -0.199 0.775 0.419  -0.058
C -0.941 0.210 -0.728  -0.516
C -0.129 -0.722 0.155  -0.291
H -0.406 1.195 1.385  0.390
H -2.013 0.080 -0.634  0.263
H -0.579 0.425 -1.733  0.218
H -0.562 -1.543 0.718  0.339

Properties
* orbital gap: 11.58 eV
* HOMO level: -10.6747 eV
* maximum force: 0.0154 Eh/bohr
* energy relative to the best compared isomer or geometry (same formula, charge and spin): 124.48 kJ/mol
* E_LUMO: 0.0332 Ha